1.
A molecular structure, C26H22ClNO7RhS. Source: the OMol25 dataset; level of theory: ωB97M-V with the def2-TZVPD basis set.

Atoms and positions in Å:
Rh -0.463 -0.473 -0.982
C 1.533 -5.463 3.475
O 2.745 -4.878 3.027
C 2.645 -3.800 2.208
C 3.878 -3.219 1.832
C 3.861 -2.110 1.038
C 2.664 -1.525 0.562
C 2.707 -0.305 -0.217
C 4.036 0.370 -0.487
O 1.709 0.258 -0.689
C 1.423 -2.147 0.903
O 0.267 -1.742 0.528
C 1.457 -3.287 1.758
H 1.820 -6.274 4.140
H 0.956 -5.863 2.638
H 0.922 -4.740 4.019
H 4.799 -3.658 2.189
H 4.807 -1.666 0.759
H 4.665 0.425 0.399
H 3.836 1.369 -0.865
H 4.578 -0.189 -1.253
H 0.497 -3.705 2.022
O -0.256 3.432 -3.383
S 0.153 2.067 -2.967
N -0.735 1.544 -1.669
C -0.527 0.876 2.441
C -1.285 -0.395 2.687
C -1.076 -1.158 3.822
C -1.759 -2.354 3.999
Cl -1.452 -3.302 5.438
C -2.665 -2.804 3.065
C -2.886 -2.050 1.916
C -2.193 -0.867 1.733
O -2.310 -0.089 0.608
C -3.443 -0.320 -0.243
C -3.255 -1.510 -1.196
O -4.237 -2.177 -1.482
O -2.064 -1.670 -1.653
H 0.005 1.186 3.340
H -1.186 1.684 2.121
H 0.201 0.732 1.638
H -0.368 -0.825 4.570
H -3.194 -3.735 3.212
H -3.576 -2.422 1.171
H -3.533 0.597 -0.826
H -4.341 -0.459 0.359
C -1.496 2.383 -0.988
C -2.247 3.083 -0.344
C -3.103 3.869 0.477
C -3.812 3.274 1.530
C -4.646 4.030 2.337
C -4.795 5.394 2.114
C -4.099 5.992 1.072
C -3.262 5.243 0.261
H -3.697 2.210 1.701
H -5.184 3.550 3.145
H -5.448 5.982 2.746
H -4.208 7.054 0.887
H -2.721 5.710 -0.551

Forces on the atoms, in the same order (eV/Å):
Rh -0.039 0.017 0.024
C 0.035 0.009 -0.023
O -0.025 0.005 0.016
C 0.020 -0.020 -0.011
C -0.044 0.018 -0.013
C 0.002 -0.026 0.007
C 0.002 0.132 -0.122
C -0.004 -0.103 0.122
C 0.013 -0.029 -0.053
O 0.114 0.006 -0.065
C -0.081 0.027 0.072
O 0.052 -0.142 0.020
C 0.045 0.014 0.012
H -0.009 -0.001 0.002
H -0.002 0.000 0.001
H -0.008 0.003 0.013
H 0.001 -0.001 0.004
H 0.005 0.002 0.010
H -0.005 0.029 0.016
H -0.015 0.001 0.001
H 0.016 -0.009 0.027
H 0.000 -0.007 0.003
O -0.001 -0.017 0.007
S 0.029 0.019 -0.025
N -0.046 0.102 0.085
C 0.024 0.013 0.018
C 0.007 0.015 -0.045
C -0.004 -0.023 0.016
C 0.019 0.020 0.000
Cl -0.003 -0.008 0.000
C -0.022 0.021 -0.041
C -0.026 -0.088 0.060
C 0.000 0.063 0.005
O -0.013 -0.034 -0.019
C -0.021 -0.007 0.088
C 0.048 0.100 -0.047
O -0.025 -0.018 0.018
O -0.033 -0.072 -0.045
H 0.004 -0.009 -0.004
H -0.015 -0.011 -0.008
H 0.001 0.002 0.001
H -0.001 -0.011 0.005
H 0.018 -0.007 0.023
H 0.020 0.038 -0.041
H -0.024 -0.027 -0.036
H 0.010 -0.004 0.005
C -0.056 -0.010 -0.146
C 0.027 0.073 0.072
C 0.024 -0.094 -0.025
C -0.008 0.015 0.009
C 0.002 -0.002 -0.003
C -0.009 -0.002 0.012
C 0.016 -0.024 -0.011
C -0.016 0.062 0.004
H 0.003 0.003 0.003
H -0.003 0.005 0.002
H 0.000 -0.001 0.000
H -0.002 0.002 0.002
H 0.003 -0.011 -0.001

Values from the calculation:
Relative energy (zero: lowest compared OMol25 entry of this formula, charge and spin) = 0.00 kJ/mol
Lowest unoccupied orbital energy (spin up / spin down) = 2.4 / 2.1 eV
Multiplicity = 5
Charge = -1
⟨S²⟩ = 6.02
Orbital gap (spin up / spin down) = 6.3537 / 7.2112 eV
HOMO level (spin up / spin down) = -0.14353 / -0.18833 Ha

=====

2.
A molecular structure, C26H22N8O5RuS2 at a distorted geometry. Source: the OMol25 dataset; level of theory: ωB97M-V with the def2-TZVPD basis set.

Atoms and positions in Å:
Ru 0.212 0.060 0.760
C -0.467 3.767 3.154
C -0.449 2.979 1.865
C -1.164 3.669 0.714
O -0.905 1.642 2.081
C 1.035 2.792 1.375
O 1.920 3.424 1.890
O 1.079 1.934 0.390
H -1.502 3.880 3.483
H -0.022 4.747 3.003
H 0.090 3.244 3.931
H -2.225 3.789 0.943
H -1.081 3.062 -0.187
H -0.722 4.646 0.524
H -1.774 1.498 1.622
N -5.050 1.406 -5.455
C -4.570 1.045 -4.232
C -3.473 1.722 -3.671
C -2.992 1.359 -2.434
C -3.608 0.325 -1.735
C -4.674 -0.377 -2.283
C -5.154 -0.016 -3.523
S -3.079 -0.033 -0.116
O -3.872 -1.070 0.462
O -2.971 1.222 0.600
N -1.497 -0.543 -0.245
C -1.285 -1.870 -0.521
N -2.029 -2.531 -1.396
C -1.724 -3.807 -1.590
C -0.689 -4.439 -0.914
C 0.031 -3.662 -0.029
N -0.252 -2.376 0.162
H -4.690 2.215 -5.925
H -5.881 0.981 -5.821
H -3.015 2.535 -4.219
H -2.149 1.873 -1.990
H -5.115 -1.186 -1.717
H -5.991 -0.548 -3.956
H -2.325 -4.334 -2.322
H -0.456 -5.481 -1.066
H 0.847 -4.074 0.552
S 7.273 -2.408 1.773
N 6.288 -1.625 2.775
C 5.158 -1.407 2.130
C 3.969 -0.784 2.678
C 3.851 -0.320 3.989
C 2.632 0.158 4.421
C 1.547 0.117 3.553
N 1.663 -0.303 2.298
C 2.861 -0.698 1.839
C 2.954 -1.014 0.427
N 1.957 -0.585 -0.360
C 1.991 -0.830 -1.662
C 3.013 -1.570 -2.246
C 4.067 -1.990 -1.462
C 4.060 -1.679 -0.100
C 5.174 -1.914 0.797
N 6.312 -2.504 0.486
H 4.712 -0.355 4.643
H 2.500 0.523 5.429
H 0.557 0.414 3.873
H 1.191 -0.403 -2.253
H 2.997 -1.765 -3.309
H 4.909 -2.526 -1.879

Forces on the atoms, in the same order (eV/Å):
Ru 1.948 1.554 -0.293
C -0.570 -0.299 0.083
C 1.799 0.556 -0.617
C -0.545 -0.236 0.154
O -0.460 -1.622 -0.262
C -1.908 0.681 1.487
O 0.621 -0.419 -0.745
O 0.248 -2.417 -0.195
H 0.048 0.089 0.070
H 0.020 -0.009 -0.015
H 0.048 0.040 -0.005
H 0.029 0.108 -0.030
H 0.006 0.069 -0.025
H 0.028 0.011 0.076
H -0.202 0.265 0.240
N 0.068 -0.054 0.006
C -0.028 -0.017 0.047
C 0.040 -0.033 -0.053
C -0.097 -0.016 0.047
C 0.062 -0.076 0.187
C 0.026 0.052 0.075
C 0.019 -0.007 -0.057
S 0.017 0.071 -0.219
O 0.024 -0.109 -0.116
O 0.027 0.091 -0.030
N 0.414 0.927 0.330
C -0.120 -0.456 -0.368
N -0.041 0.020 -0.109
C -0.010 0.072 0.036
C 0.016 0.023 0.001
C 0.296 -0.035 0.075
N -0.086 0.599 0.590
H -0.039 0.008 -0.009
H -0.011 0.037 -0.009
H 0.024 -0.002 0.013
H -0.036 0.099 -0.056
H -0.052 0.001 -0.047
H -0.004 -0.004 0.010
H -0.018 -0.035 0.039
H -0.015 -0.008 0.015
H 0.026 0.021 -0.021
S -0.152 0.023 -0.031
N 0.022 0.065 0.286
C 0.077 -0.128 -0.292
C -0.038 -0.126 0.042
C -0.051 -0.016 -0.028
C 0.083 -0.232 0.023
C -0.159 -0.031 0.168
N -0.474 1.178 -0.553
C 0.131 -0.104 0.302
C 0.235 -0.026 -0.296
N -1.409 -0.613 0.227
C -0.060 0.116 -0.111
C 0.204 0.131 0.012
C -0.066 0.020 0.023
C 0.080 0.112 -0.039
C 0.068 0.127 0.310
N 0.059 -0.070 -0.263
H 0.000 0.022 0.004
H -0.031 0.024 -0.011
H 0.009 0.110 -0.096
H -0.098 -0.131 0.039
H -0.036 0.011 -0.003
H -0.004 -0.004 -0.008

Values from the calculation:
Relative energy (zero: lowest compared OMol25 entry of this formula, charge and spin) = 213.21 kJ/mol
Lowest unoccupied orbital energy (spin up / spin down) = -4.0 / -4.5 eV
Multiplicity = 2
Charge = +1
⟨S²⟩ = 0.76
Orbital gap (spin up / spin down) = 6.3602 / 5.9548 eV
HOMO level (spin up / spin down) = -0.38219 / -0.38319 Ha

=====

3.
A molecular structure, C26H23AsBrFeNO10S2. Source: the OMol25 dataset; level of theory: ωB97M-V with the def2-TZVPD basis set.

Atoms and positions in Å:
Fe 0.282 -1.070 -1.172
Br 0.686 -3.467 -2.302
C -0.505 -4.630 -1.352
C -0.129 -5.940 -1.424
C -0.983 -6.951 -0.943
C -2.206 -6.613 -0.455
C -2.617 -5.257 -0.364
C -3.904 -4.967 0.139
C -4.306 -3.665 0.261
C -3.438 -2.623 -0.060
C -2.142 -2.846 -0.510
C -1.732 -4.210 -0.763
H 0.820 -6.196 -1.873
H -0.668 -7.986 -0.990
H -2.895 -7.375 -0.109
H -4.544 -5.790 0.435
H -5.292 -3.432 0.647
H -3.717 -1.591 0.110
O -0.885 -3.409 2.654
As 0.689 -2.843 1.847
O 1.749 -3.289 3.058
O -1.345 -1.827 -0.625
C 0.394 -0.828 2.376
C -0.446 -0.625 3.478
C -0.671 0.626 4.025
C -0.052 1.752 3.487
C 0.781 1.595 2.398
C 0.985 0.322 1.860
S 1.975 0.334 0.381
O 2.116 -1.075 -0.071
O 3.203 1.037 0.641
O 1.099 0.968 -0.654
H -0.524 -3.772 3.476
H -0.945 -1.489 3.899
H -1.338 0.730 4.874
H -0.228 2.738 3.900
H 1.271 2.453 1.950
C 5.157 3.845 0.786
C 3.810 4.169 0.211
C 3.502 3.822 -1.101
C 2.222 3.979 -1.597
C 1.236 4.500 -0.769
C 1.528 4.891 0.527
C 2.817 4.728 1.008
S -0.433 4.596 -1.347
O -0.552 5.459 -2.498
O -1.259 4.943 -0.212
N -0.596 3.066 -1.841
C -1.847 2.610 -2.456
C -1.821 1.093 -2.520
C -0.753 0.556 -3.486
O -0.756 1.012 -4.629
O 0.018 -0.372 -3.061
H 5.927 3.835 0.014
H 5.127 2.853 1.242
H 5.447 4.563 1.556
H 4.261 3.363 -1.722
H 1.966 3.650 -2.595
H 0.734 5.272 1.155
H 3.042 4.988 2.036
H -0.179 2.404 -1.184
H -1.921 3.029 -3.459
H -2.711 2.934 -1.866
H -2.781 0.743 -2.909
H -1.725 0.682 -1.512

Forces on the atoms, in the same order (eV/Å):
Fe 0.217 0.250 -0.388
Br -0.121 -0.107 0.069
C -0.004 -0.005 -0.011
C 0.035 -0.040 -0.018
C -0.018 0.033 0.002
C 0.008 0.043 -0.002
C 0.005 -0.084 0.005
C -0.017 0.052 0.000
C 0.025 -0.056 -0.005
C -0.004 0.024 0.011
C 0.065 0.074 0.146
C 0.012 -0.043 -0.019
H 0.000 -0.009 0.000
H 0.009 -0.001 0.000
H 0.002 -0.010 -0.001
H -0.011 0.003 0.006
H -0.006 -0.002 -0.002
H -0.009 -0.001 0.003
O -0.021 0.010 -0.013
As 0.044 0.107 -0.004
O 0.030 0.007 0.029
O -0.206 -0.027 -0.133
C -0.055 -0.102 0.096
C 0.009 0.003 0.018
C 0.009 0.024 0.000
C -0.001 -0.041 -0.016
C 0.005 0.032 0.021
C 0.092 -0.007 -0.084
S -0.305 -0.139 -0.194
O 0.066 0.115 0.104
O 0.052 0.035 -0.043
O -0.023 0.018 0.372
H 0.004 -0.005 0.002
H 0.011 -0.004 -0.018
H -0.001 0.006 -0.001
H 0.000 0.003 0.013
H -0.003 -0.034 -0.004
C 0.087 0.045 0.047
C 0.004 -0.034 0.041
C -0.026 -0.033 -0.029
C -0.039 -0.011 0.011
C -0.004 0.082 -0.086
C -0.057 -0.028 0.027
C 0.002 -0.002 -0.003
S -0.021 0.192 0.053
O 0.060 -0.068 0.000
O -0.007 -0.058 -0.010
N 0.047 -0.207 0.079
C -0.104 0.033 0.034
C -0.075 0.001 0.032
C -0.056 0.012 -0.251
O 0.060 0.014 0.096
O 0.119 -0.102 0.163
H 0.000 -0.006 -0.002
H -0.038 -0.019 -0.040
H -0.008 -0.002 -0.009
H 0.009 -0.002 0.001
H 0.004 0.009 -0.011
H 0.003 0.004 -0.010
H 0.006 0.013 -0.003
H 0.043 0.018 -0.032
H 0.030 -0.017 -0.022
H 0.013 0.045 -0.006
H -0.013 0.036 0.019
H 0.066 -0.035 -0.028

Values from the calculation:
Relative energy (zero: lowest compared OMol25 entry of this formula, charge and spin) = 0.00 kJ/mol
Lowest unoccupied orbital energy (spin up / spin down) = 4.3 / 4.3 eV
Multiplicity = 5
Charge = -2
⟨S²⟩ = 6.01
Orbital gap (spin up / spin down) = 6.3113 / 6.2956 eV
HOMO level (spin up / spin down) = -0.07215 / -0.07158 Ha

=====

4.
2 unconnected molecules or ions with the total composition C26H23Br2N4O4 at a distorted geometry. Source: the OMol25 dataset; level of theory: ωB97M-V with the def2-TZVPD basis set.

Atoms and positions in Å:
C 2.879 -0.298 6.020
C 2.287 0.621 5.521
C 1.561 1.698 4.844
C 0.132 1.236 4.461
C -0.210 1.371 2.984
C 0.442 0.334 2.101
N 1.399 -0.381 2.616
C 1.991 -1.268 1.767
C 3.062 -2.046 2.240
C 3.703 -2.916 1.408
C 3.322 -3.067 0.049
N 4.075 -3.986 -0.727
C 5.236 -3.653 -1.145
C 5.466 -2.725 -2.303
C 6.494 -4.158 -0.480
C 2.267 -2.332 -0.439
C 1.791 -2.452 -1.890
O 2.607 -2.147 -2.781
O 0.628 -2.831 -2.015
C 1.598 -1.422 0.424
N 0.587 -0.662 -0.072
C 0.032 0.187 0.744
C -1.032 1.030 0.141
Br -2.823 0.830 0.738
C -0.717 1.863 -0.844
C 0.638 2.063 -1.434
Br -2.056 2.927 -1.687
H 3.167 -1.262 6.359
H 1.549 2.566 5.499
H 2.142 1.919 3.950
H -0.562 1.890 4.990
H -0.055 0.232 4.825
H 0.017 2.368 2.600
H -1.288 1.247 2.905
H 3.393 -1.929 3.262
H 4.537 -3.506 1.761
H 5.094 -1.741 -2.014
H 6.529 -2.627 -2.517
H 4.906 -3.057 -3.168
H 6.297 -5.030 0.134
H 6.856 -3.339 0.145
H 7.261 -4.365 -1.226
H 0.804 3.116 -1.640
H 1.425 1.673 -0.799
H 0.682 1.493 -2.362
C -6.123 0.717 -2.595
C -7.301 0.681 -3.330
C -7.955 1.858 -3.654
C -7.411 3.058 -3.237
C -6.242 3.115 -2.500
C -5.597 1.932 -2.178
N -8.091 4.312 -3.598
O -9.128 4.233 -4.228
O -7.580 5.356 -3.247
H -5.611 -0.203 -2.348
H -7.710 -0.267 -3.653
H -8.871 1.838 -4.225
H -5.836 4.064 -2.181
H -4.680 1.955 -1.605

Forces on the atoms, in the same order (eV/Å):
C -0.630 0.038 -0.203
C 0.333 -0.142 0.166
C 0.257 -0.846 0.041
C 0.012 0.954 0.128
C -0.127 -0.580 0.120
C -0.318 0.543 0.402
N -0.001 -0.171 -0.614
C 0.339 -0.241 0.373
C 0.337 -0.106 0.175
C -0.036 -0.007 -0.192
C -0.954 0.042 -1.075
N 1.226 0.622 2.053
C -0.372 -0.425 -0.634
C 0.475 0.626 0.748
C -0.050 -0.756 -0.843
C -0.001 0.089 -0.135
C 0.050 0.045 -0.342
O 0.552 0.265 0.036
O -0.849 -0.490 0.103
C -0.006 -0.143 -0.187
N 0.117 0.029 0.116
C -0.202 -0.296 0.032
C 0.144 0.407 -0.168
Br 0.082 -0.208 0.064
C -0.332 0.172 0.143
C -0.071 -0.162 -0.142
Br 0.163 0.033 -0.091
H 0.353 0.047 0.183
H -0.067 0.203 -0.102
H -0.070 0.272 -0.095
H -0.102 -0.040 0.108
H 0.087 -0.193 -0.146
H 0.027 0.127 0.054
H -0.135 0.135 -0.123
H -0.104 0.088 0.103
H 0.030 -0.097 0.099
H -0.288 0.083 -0.267
H 0.075 -0.058 -0.146
H -0.218 0.071 -0.025
H -0.031 -0.046 0.123
H -0.065 0.119 0.057
H 0.227 -0.097 0.127
H 0.058 0.075 -0.056
H 0.024 -0.001 0.153
H 0.099 0.063 -0.149
C -0.025 -0.006 -0.010
C 0.089 0.032 0.063
C -0.126 -0.149 -0.093
C 0.073 -0.096 0.017
C 0.148 0.063 0.092
C -0.066 -0.102 0.007
N -0.012 -0.010 0.017
O -0.041 0.001 -0.024
O 0.014 0.043 0.019
H 0.017 0.003 0.007
H -0.015 -0.001 -0.010
H -0.004 0.118 -0.008
H -0.074 0.057 -0.054
H -0.015 0.006 0.004

Values from the calculation:
Relative energy (zero: lowest compared OMol25 entry of this formula, charge and spin) = 0.00 kJ/mol
Lowest unoccupied orbital energy = 1.1 eV
Multiplicity = 1
Charge = -1
Orbital gap = 5.6260 eV
HOMO level = -0.16648 Ha